No. 1
{
  "formula": "C22H33As2NO3Zn",
  "method": "ωB97M-V/def2-TZVPD",
  "symbols": ["C", "C", "H", "H", "C", "C", "H", "H", "C", "H", "H", "H", "C", "H", "H", "H", "Zn", "O", "C", "O", "C", "O", "N", "C", "C", "H", "H", "H", "H", "C", "C", "H", "H", "H", "C", "As", "C", "C", "C", "C", "C", "C", "C", "As", "C", "C", "H", "H", "H", "H", "H", "H", "H", "H", "H", "H", "H", "H", "H", "H", "H", "H"],
  "positions_angstrom": [[0.6438, -1.1662, -4.6876], [1.0452, -2.6121, -4.6916], [1.4496, -0.5600, -5.1250], [-0.2331, -1.0178, -5.3400], [0.9488, -3.4139, -3.6151], [0.3444, -2.9420, -2.3255], [1.1603, -2.7305, -1.6041], [-0.2606, -3.7421, -1.8739], [1.6245, -3.1584, -5.9611], [1.5644, -2.4285, -6.7767], [1.1188, -4.0787, -6.2980], [2.6881, -3.4209, -5.8322], [1.4760, -4.8121, -3.6383], [2.5212, -4.8585, -3.9761], [0.8968, -5.4546, -4.3158], [1.4237, -5.2539, -2.6392], [-0.3196, 0.6800, 1.0481], [-0.1761, -0.2606, -0.6208], [-0.8695, -1.1516, -1.1589], [-1.8052, -0.5714, 1.5430], [-2.4009, -1.3297, 0.7415], [-3.5314, -1.9011, 1.0490], [-1.9796, -1.6706, -0.5390], [-3.9881, -2.7110, -0.0878], [-2.8878, -2.7014, -1.1012], [-4.8917, -2.2484, -0.5009], [-4.2067, -3.7130, 0.2831], [-3.2098, -2.4167, -2.1030], [-2.3657, -3.6647, -1.1535], [-0.4899, -1.6714, -2.4982], [0.3292, -0.6413, -3.2861], [-1.4213, -1.9156, -3.0348], [1.2708, -0.4494, -2.7516], [-0.2250, 0.3023, -3.3459], [3.1007, 1.1350, 3.8256], [1.3427, 1.0036, 2.9500], [0.5528, -0.4375, 4.0127], [0.5059, 2.5704, 3.8602], [0.6201, 2.7956, 5.2330], [0.1140, 3.9876, 5.7865], [-0.5679, 4.8964, 4.9730], [-0.7424, 4.6352, 3.6008], [-0.1729, 3.4941, 3.0402], [-0.3897, 3.0487, 1.1132], [-1.4552, 4.5185, 0.3930], [1.3180, 3.6452, 0.3770], [3.7227, 0.3379, 3.4015], [2.9726, 1.0012, 4.9053], [3.5287, 2.1185, 3.5980], [0.7464, -0.2152, 5.0678], [-0.5192, -0.4845, 3.7869], [1.0578, -1.3661, 3.6932], [1.1122, 2.0592, 5.8730], [0.2601, 4.2001, 6.8520], [-0.9727, 5.8165, 5.4057], [-1.3215, 5.3128, 2.9730], [-0.8942, 5.4384, 0.6010], [-1.5412, 4.3508, -0.6876], [-2.4415, 4.5237, 0.8667], [1.4006, 4.7098, 0.6294], [2.1492, 3.0733, 0.7962], [1.2704, 3.5167, -0.7102]],
  "charge": 2
}



No. 2
{
  "formula": "CH3N3S",
  "method": "ωB97M-V/def2-TZVPD",
  "symbols": ["C", "N", "N", "N", "S", "H", "H", "H"],
  "positions_angstrom": [[-0.3429, -0.4752, -0.5321], [-0.3345, -0.4496, -1.8982], [-0.9135, 0.5186, -2.4031], [-1.1399, 0.6477, -0.0600], [-1.6241, 1.5785, -1.4333], [-0.2131, -1.3917, -0.0208], [1.3994, 0.3352, -0.4899], [-1.1112, 1.1353, 0.8313]]
}



No. 3
{
  "formula": "C90H190N10O10",
  "method": "ωB97M-V/def2-TZVPD",
  "symbols": ["C", "C", "C", "C", "C", "C", "C", "C", "C", "N", "O", "H", "H", "H", "H", "H", "H", "H", "H", "H", "H", "H", "H", "H", "H", "H", "H", "H", "H", "H", "C", "C", "C", "C", "C", "C", "C", "C", "C", "N", "O", "H", "H", "H", "H", "H", "H", "H", "H", "H", "H", "H", "H", "H", "H", "H", "H", "H", "H", "H", "C", "C", "C", "C", "C", "C", "C", "C", "C", "N", "O", "H", "H", "H", "H", "H", "H", "H", "H", "H", "H", "H", "H", "H", "H", "H", "H", "H", "H", "H", "C", "C", "C", "C", "C", "C", "C", "C", "C", "N", "O", "H", "H", "H", "H", "H", "H", "H", "H", "H", "H", "H", "H", "H", "H", "H", "H", "H", "H", "H", "C", "C", "C", "C", "C", "C", "C", "C", "C", "N", "O", "H", "H", "H", "H", "H", "H", "H", "H", "H", "H", "H", "H", "H", "H", "H", "H", "H", "H", "H", "C", "C", "C", "C", "C", "C", "C", "C", "C", "N", "O", "H", "H", "H", "H", "H", "H", "H", "H", "H", "H", "H", "H", "H", "H", "H", "H", "H", "H", "H", "C", "C", "C", "C", "C", "C", "C", "C", "C", "N", "O", "H", "H", "H", "H", "H", "H", "H", "H", "H", "H", "H", "H", "H", "H", "H", "H", "H", "H", "H", "C", "C", "C", "C", "C", "C", "C", "C", "C", "N", "O", "H", "H", "H", "H", "H", "H", "H", "H", "H", "H", "H", "H", "H", "H", "H", "H", "H", "H", "H", "C", "C", "C", "C", "C", "C", "C", "C", "C", "N", "O", "H", "H", "H", "H", "H", "H", "H", "H", "H", "H", "H", "H", "H", "H", "H", "H", "H", "H", "H", "C", "C", "C", "C", "C", "C", "C", "C", "C", "N", "O", "H", "H", "H", "H", "H", "H", "H", "H", "H", "H", "H", "H", "H", "H", "H", "H", "H", "H", "H"],
  "positions_angstrom": [[2.4720, 1.9791, 5.8217], [1.5156, 1.7125, 6.9356], [1.4870, 0.1900, 7.2735], [1.9753, 2.5892, 8.1967], [0.8847, 2.6496, 9.3350], [-0.3868, 3.2145, 8.6142], [-0.8982, 2.4033, 7.3903], [-1.5937, 1.0210, 7.8439], [-1.8596, 3.3472, 6.7447], [0.2872, 2.3044, 6.4610], [-0.1041, 1.7352, 5.2225], [3.4188, 1.4713, 6.0059], [2.2000, 1.4288, 4.9210], [2.7645, 3.0291, 5.8246], [2.2878, -0.3568, 6.7757], [1.8058, 0.0063, 8.2996], [0.6210, -0.4418, 7.0761], [2.9549, 2.2764, 8.5583], [2.0889, 3.5573, 7.7089], [0.5620, 1.6625, 9.6661], [1.1265, 3.2755, 10.1940], [-0.3121, 4.2714, 8.3584], [-1.1300, 3.2050, 9.4115], [-0.8973, 0.3814, 8.3862], [-2.1691, 0.4284, 7.1327], [-2.3485, 1.2555, 8.5945], [-2.6016, 3.4785, 7.5321], [-2.2336, 2.7844, 5.8893], [-1.3555, 4.2967, 6.5645], [0.4796, 2.2569, 4.6669], [3.3723, -3.1302, -8.0445], [2.6329, -2.5543, -6.8149], [1.9103, -3.7162, -5.9779], [3.6687, -1.9161, -5.8020], [4.1638, -0.5744, -6.3260], [3.0908, 0.3610, -6.5254], [1.9741, -0.0195, -7.4233], [0.7964, 0.8513, -7.1336], [2.2679, 0.1884, -8.9302], [1.6134, -1.4100, -7.0675], [0.5072, -1.8568, -7.7300], [4.2642, -3.6405, -7.6809], [2.6601, -3.8011, -8.5249], [3.8530, -2.4040, -8.6999], [0.9471, -4.0424, -6.3702], [2.5860, -4.5672, -5.8921], [1.5498, -3.3789, -5.0061], [3.1724, -1.8176, -4.8366], [4.5428, -2.5651, -5.7491], [4.9600, -0.0902, -5.7606], [4.6871, -0.7688, -7.2622], [3.4237, 1.3378, -6.8762], [2.7775, 0.7312, -5.5492], [0.1507, 0.7086, -8.0000], [0.9236, 1.9333, -7.0990], [0.2493, 0.4768, -6.2684], [3.2823, -0.0237, -9.2680], [2.2480, 1.2582, -9.1383], [1.5777, -0.2903, -9.6248], [-0.2410, -1.5118, -7.2371], [-3.7712, 2.1446, -4.7362], [-3.0653, 3.4579, -5.1616], [-2.5469, 3.4444, -6.6026], [-4.1996, 4.5813, -5.0041], [-3.6139, 6.0420, -4.9805], [-2.6558, 6.1258, -3.8853], [-1.3865, 5.1055, -4.0218], [-0.3948, 5.5922, -5.0432], [-0.6733, 5.1156, -2.6712], [-1.9216, 3.7636, -4.2706], [-0.8788, 2.7734, -4.4580], [-3.7416, 2.0065, -3.6554], [-4.7986, 1.9980, -5.0693], [-3.1510, 1.3429, -5.1374], [-2.1307, 4.2866, -7.1555], [-1.7815, 2.6845, -6.7602], [-3.5052, 3.1734, -7.0458], [-4.8884, 4.5849, -5.8488], [-4.8993, 4.2701, -4.2285], [-3.1048, 6.4226, -5.8660], [-4.4655, 6.6722, -4.7242], [-3.1070, 6.0678, -2.8948], [-2.3611, 7.1667, -3.7523], [0.5112, 4.9874, -5.0824], [-0.0540, 6.5963, -4.7907], [-0.8739, 5.4692, -6.0145], [0.2887, 4.6052, -2.6257], [-1.3758, 4.6911, -1.9540], [-0.4513, 6.1509, -2.4125], [-0.5044, 3.0718, -5.2901], [-7.0053, -1.6370, -0.2569], [-6.4348, -0.4876, 0.6709], [-6.6519, 0.7805, -0.2710], [-7.5116, -0.5328, 1.9181], [-6.9385, 0.0102, 3.2024], [-5.6275, -0.4924, 3.6092], [-4.6014, -0.1422, 2.5200], [-4.3677, 1.3580, 2.3088], [-3.3362, -0.7859, 3.1330], [-5.1226, -0.7307, 1.2377], [-4.2405, -1.0672, 0.3080], [-6.7081, -1.7438, -1.3001], [-6.4883, -2.4501, 0.2526], [-8.0876, -1.7630, -0.2257], [-7.1003, 0.5579, -1.2392], [-7.2398, 1.4162, 0.3910], [-5.7214, 1.3194, -0.4492], [-8.4065, -0.0411, 1.5365], [-7.9008, -1.5309, 2.1193], [-7.0577, 1.0924, 3.1514], [-7.5349, -0.2845, 4.0659], [-5.6928, -1.5764, 3.5154], [-5.2594, -0.2550, 4.6073], [-5.0353, 2.0890, 1.8528], [-3.5642, 1.3663, 1.5722], [-3.9470, 1.8207, 3.2016], [-3.4596, -1.7502, 3.6260], [-2.9759, -0.1971, 3.9765], [-2.4953, -0.9533, 2.4599], [-3.9305, -0.2088, 0.0101], [-1.6461, -5.0120, 0.0077], [-1.3771, -6.5136, 0.2106], [-0.9214, -7.2033, -1.1604], [-0.1901, -6.6797, 1.2930], [-0.1388, -7.9657, 2.0840], [-1.4807, -8.2292, 2.7065], [-2.6558, -8.2108, 1.6323], [-2.8422, -9.5886, 0.9241], [-3.8776, -7.9860, 2.5231], [-2.6433, -7.0875, 0.6843], [-3.7117, -7.1012, -0.1736], [-0.9790, -4.4162, 0.6308], [-1.4696, -4.4979, -0.9371], [-2.5793, -4.6741, 0.4583], [0.1362, -7.0052, -1.3344], [-1.1682, -8.2582, -1.2810], [-1.3777, -6.8310, -2.0776], [0.6896, -6.9191, 0.6956], [0.0643, -5.8436, 1.9444], [0.0032, -8.7719, 1.3643], [0.6828, -8.0313, 2.7972], [-1.4872, -7.5672, 3.5724], [-1.3279, -9.2625, 3.0184], [-3.8052, -9.7064, 0.4271], [-3.0692, -10.3482, 1.6722], [-2.0656, -9.6825, 0.1651], [-4.8019, -8.0002, 1.9457], [-3.7532, -6.9765, 2.9148], [-3.9694, -8.7627, 3.2823], [-4.1096, -6.3664, 0.2989], [-0.4342, -4.1246, 7.2360], [0.1026, -4.2840, 5.7968], [-0.4237, -5.5492, 5.0060], [-0.6077, -3.1110, 5.0202], [0.2341, -2.6673, 3.7159], [1.6606, -2.3834, 4.1447], [2.4377, -3.6371, 4.8219], [2.7877, -4.5864, 3.6673], [3.8705, -3.1278, 5.3069], [1.5395, -4.2156, 5.8244], [2.0674, -5.2594, 6.5079], [-0.4714, -5.1247, 7.6679], [0.2456, -3.4926, 7.8075], [-1.5062, -3.9908, 7.3807], [-1.4780, -5.5948, 5.2788], [-0.2457, -5.5563, 3.9307], [0.1073, -6.4541, 5.3016], [-1.6081, -3.3428, 4.6548], [-0.7333, -2.1864, 5.5837], [0.2092, -3.5279, 3.0474], [-0.3251, -1.8645, 3.2355], [1.6798, -1.5797, 4.8808], [2.2306, -1.9841, 3.3058], [1.9807, -5.2304, 3.3178], [3.4621, -5.3917, 3.9586], [3.3014, -4.0004, 2.9051], [4.5067, -3.9680, 5.5853], [3.8007, -2.3516, 6.0689], [4.3798, -2.6077, 4.4956], [2.4219, -4.8986, 7.3238], [-7.9567, 7.3772, -0.3067], [-6.4203, 7.7575, -0.1809], [-5.9203, 8.5767, -1.4769], [-6.2765, 8.7232, 1.1159], [-6.0424, 7.9349, 2.4921], [-4.9741, 6.9216, 2.3740], [-5.1801, 5.9155, 1.1613], [-3.8430, 5.1258, 0.9911], [-6.3784, 5.0009, 1.5763], [-5.5192, 6.5503, -0.0840], [-5.7213, 5.6196, -1.0700], [-8.0896, 6.4795, -0.9106], [-8.4548, 7.1356, 0.6322], [-8.6146, 8.0653, -0.8375], [-6.3316, 9.5823, -1.3886], [-4.8740, 8.8810, -1.5038], [-6.0961, 8.0349, -2.4062], [-5.4767, 9.4159, 0.8542], [-7.1547, 9.3666, 1.1702], [-5.7122, 8.5833, 3.3037], [-7.0038, 7.6278, 2.9038], [-4.8500, 6.2964, 3.2582], [-4.0290, 7.4254, 2.1713], [-3.8568, 4.2410, 0.3547], [-3.6617, 4.6873, 1.9725], [-3.0556, 5.7446, 0.5608], [-6.3458, 4.7109, 2.6265], [-6.5210, 4.1735, 0.8812], [-7.3505, 5.4633, 1.7476], [-4.8003, 5.4275, -1.2606], [3.0203, 5.4665, -1.8362], [4.3494, 6.0059, -2.5261], [4.4318, 7.5630, -2.5328], [5.5747, 5.8014, -1.6845], [5.9260, 4.3090, -1.6794], [5.9419, 3.6494, -3.0892], [4.6960, 3.9629, -3.9951], [4.9518, 3.6316, -5.4717], [3.5419, 3.0303, -3.5022], [4.4390, 5.4385, -3.8883], [3.3247, 5.7554, -4.6411], [2.6413, 6.0716, -1.0126], [2.1733, 5.5092, -2.5209], [3.0611, 4.5848, -1.1966], [5.4191, 8.0103, -2.4182], [3.8932, 8.0980, -3.3150], [3.8999, 7.9209, -1.6513], [6.5195, 6.1622, -2.0910], [5.4985, 6.0495, -0.6259], [6.7960, 4.1694, -1.0377], [5.2331, 3.7808, -1.0245], [6.0331, 2.5942, -2.8314], [6.9087, 3.9443, -3.4971], [5.1532, 2.5845, -5.6980], [5.6883, 4.2409, -5.9956], [4.0573, 3.8119, -6.0678], [3.8581, 2.0170, -3.7500], [2.6129, 3.2308, -4.0360], [3.3306, 2.8974, -2.4412], [3.6025, 6.5953, -5.0140], [-1.0491, 0.8707, -1.8431], [-0.4339, -0.4712, -2.0782], [-1.4523, -1.2674, -2.8682], [0.7658, -0.3461, -3.1209], [2.0852, 0.1173, -2.5148], [2.4652, -0.8412, -1.3685], [1.3565, -0.9867, -0.2468], [1.8124, -2.2712, 0.5277], [1.4507, 0.2542, 0.6718], [-0.0322, -1.2241, -0.8202], [-1.1030, -1.3902, 0.0413], [-1.8607, 0.8425, -1.1160], [-0.4905, 1.6604, -1.3407], [-1.5488, 1.2816, -2.7204], [-1.1041, -2.2972, -2.7892], [-2.4289, -1.3446, -2.3903], [-1.5846, -0.9994, -3.9165], [1.1599, -1.2732, -3.5372], [0.5110, 0.3332, -3.9343], [2.8658, 0.4255, -3.2102], [1.9513, 1.0255, -1.9271], [3.3985, -0.4282, -0.9860], [2.6961, -1.7706, -1.8891], [2.8914, -2.2338, 0.6780], [1.6599, -3.0541, -0.2151], [1.2067, -2.4957, 1.4056], [0.4317, 0.5363, 0.9367], [1.8408, 1.1398, 0.1700], [2.0155, 0.1138, 1.5935], [-0.9564, -2.2856, 0.3550], [7.9887, -6.2574, 2.1742], [7.1006, -5.9020, 0.9228], [7.1710, -7.1017, -0.0109], [5.6489, -5.8217, 1.5087], [4.5345, -5.3529, 0.4553], [4.9449, -3.9417, 0.0531], [6.5148, -3.8158, -0.4319], [6.5773, -4.2625, -1.9314], [6.7826, -2.2873, -0.3061], [7.5196, -4.5760, 0.3825], [8.7946, -4.4828, -0.1473], [7.8294, -5.5240, 2.9646], [7.6470, -7.2278, 2.5344], [9.0239, -6.5100, 1.9450], [6.4757, -7.0476, -0.8486], [8.1087, -6.8928, -0.5260], [7.1435, -8.0831, 0.4625], [5.2330, -6.8098, 1.7058], [5.6248, -5.2590, 2.4419], [4.4631, -6.0321, -0.3942], [3.5783, -5.4336, 0.9724], [4.6763, -3.3357, 0.9184], [4.2062, -3.7380, -0.7221], [5.7855, -3.9660, -2.6194], [6.6035, -5.3483, -2.0237], [7.5330, -3.9821, -2.3741], [7.7049, -2.0673, -0.8437], [6.8813, -1.8595, 0.6915], [6.0278, -1.6958, -0.8243], [9.2612, -3.9022, 0.4585]],
  "smiles": "CC1(C)CCCC(C)(C)N1O.CC1(C)CCCC(C)(C)N1O.CC1(C)CCCC(C)(C)N1O.CC1(C)CCCC(C)(C)N1O.CC1(C)CCCC(C)(C)N1O.CC1(C)CCCC(C)(C)N1O.CC1(C)CCCC(C)(C)N1O.CC1(C)CCCC(C)(C)N1O.CC1(C)CCCC(C)(C)N1O.CC1(C)CCCC(C)(C)N1O"
}



No. 4
{
  "formula": "C4H8N2O",
  "method": "ωB97M-V/def2-TZVPD",
  "symbols": ["N", "C", "O", "C", "N", "C", "C", "H", "H", "H", "H", "H", "H", "H", "H"],
  "positions_angstrom": [[1.9010, 0.2766, -1.1053], [1.8629, -0.5193, -0.0141], [2.8136, -1.0884, 0.4919], [0.4524, -0.6633, 0.5766], [-0.5061, 0.1774, -0.1200], [-1.4730, 1.0157, 0.5435], [-1.8993, -0.1559, -0.2830], [2.7665, 0.4863, -1.5744], [1.0257, 0.7000, -1.3793], [0.1860, -1.7241, 0.4991], [0.5563, -0.4272, 1.6420], [-1.5626, 0.9161, 1.6248], [-1.5663, 2.0434, 0.1797], [-2.3148, -1.0344, 0.2245], [-2.2424, -0.0029, -1.3060]],
  "smiles": "NC(=O)CN1CC1"
}



One value per record, in order, for energy relative to the best compared isomer or geometry (same formula, charge and spin): 0.000, 3.371, 13.075, 1.770 eV.
One value per record, in order, for maximum force: 0.0399, 0.0993, 0.0929, 0.0080 Eh/bohr.